The following is a quantum chemistry calculation of 5 unconnected molecules or ions with the total composition C32H74BrN4O, from the OMol25 dataset.

Structure (XYZ):
```
112
Properties=species:S:1:pos:R:3:forces:R:3
C -15.931221 3.561124 -34.929640 -0.780 -1.086 -0.727
H -13.598448 -5.745590 -38.460989 -0.158 0.003 -0.687
H -18.552956 1.743975 -33.835109 0.108 -0.182 -0.211
H -16.136282 4.605502 -35.164876 1.106 0.030 0.022
C -11.226444 -9.392465 -37.900335 0.430 -1.687 -1.410
H -6.192077 -2.026366 -36.547042 0.399 -0.658 -0.362
H -8.165307 -0.581004 -38.249876 -0.403 0.186 0.066
H -14.138394 0.988396 -32.503428 0.004 0.200 0.093
H -11.067665 -7.846878 -39.566201 0.373 -0.671 0.012
C -11.340664 -1.173303 -35.001336 0.015 -0.095 -1.817
H -17.231116 1.925976 -35.747104 0.584 -0.048 -0.010
H -10.680360 -9.541456 -36.968832 0.142 -0.051 -0.346
C -14.438599 -1.125148 -32.462926 0.290 -0.787 1.156
H -5.358949 -7.585830 -38.341895 -0.095 -0.011 -0.083
H -15.822874 4.281183 -32.976687 -0.199 -0.532 0.790
H -11.318283 -5.988147 -36.556898 -0.054 0.113 -0.280
C -13.035231 -1.386421 -31.785929 -0.304 1.850 -0.329
H -14.370906 -1.352966 -33.526707 -0.160 0.041 -0.057
H -14.147087 -6.875189 -35.421529 0.093 -0.606 -0.873
C -16.267216 0.772616 -33.053325 1.680 -0.726 -1.061
N -16.673896 2.235516 -32.937573 0.656 1.507 -1.276
H -6.560316 -6.695163 -39.337297 0.531 -0.048 -0.431
C -5.826700 -6.620337 -38.534604 0.443 0.114 1.148
H -13.891056 -5.423089 -36.387074 -0.071 0.020 -0.144
H -17.919276 3.461037 -35.914464 -0.021 0.316 0.411
H -11.931237 -5.316490 -38.742462 0.184 -0.255 -0.215
H -12.554648 -0.415565 -31.906728 0.676 0.007 0.011
N -12.307041 -7.296552 -38.005133 -1.105 1.164 0.337
C -5.053389 -4.201926 -38.923118 0.418 -0.714 -0.729
H -7.724830 -2.200236 -38.589595 0.002 -0.240 -0.150
H -12.200322 -2.680049 -36.364240 0.271 -0.002 -0.320
H -10.271794 0.302004 -37.978112 1.079 -0.689 0.242
H -16.035538 2.595282 -30.934084 0.102 -0.148 -0.295
C -13.393642 -6.165172 -35.762565 0.762 -0.116 0.097
C -15.656458 3.319037 -33.461124 0.127 -0.343 -0.275
C -4.277629 -6.149500 -40.373687 0.654 1.032 0.903
C -12.664179 -6.110039 -38.888075 0.091 -0.856 1.180
H -16.100471 0.601370 -34.116799 0.369 0.114 -0.130
C -14.154520 -4.508630 -33.949272 0.949 -0.192 -1.005
H -15.099629 -1.841270 -31.974757 -0.449 -0.015 -0.468
C -17.270411 2.893770 -35.247175 -1.190 -0.980 1.013
H -5.078405 -6.031474 -41.103711 -0.202 0.002 0.450
H -10.546052 0.823229 -35.538145 -0.035 0.007 -0.147
H -10.276182 -3.715906 -38.269695 -0.161 0.107 0.003
C -5.444304 -0.697174 -38.089230 0.586 0.315 -0.409
H -10.560444 -1.280593 -34.247777 -0.082 0.399 -0.032
C -12.109231 -6.737786 -36.533077 -1.324 -0.919 0.474
H -11.041524 -10.163770 -38.647994 1.498 0.082 0.209
C -14.945539 0.313313 -32.219007 -1.411 0.841 -0.844
H -8.665751 -1.506685 -35.813776 0.029 -0.378 0.176
H -3.921681 -7.178637 -40.325998 -0.063 0.142 0.001
H -12.931787 -9.951221 -36.710098 -0.044 0.040 -0.048
C -6.506271 -1.195737 -37.179050 0.267 -0.289 2.586
H -10.108473 -2.164439 -39.186477 0.340 -0.335 0.004
C -16.937656 2.513027 -31.540316 -0.522 0.536 0.795
H -12.053643 -5.020747 -34.534231 -0.057 0.664 0.128
H -6.792094 -5.400941 -35.711241 -0.285 0.392 1.412
H -12.324027 -1.204232 -34.532144 0.220 0.139 0.120
C -11.230113 -2.361067 -35.983408 1.460 0.193 1.092
H -15.088225 -5.051769 -33.803369 0.012 0.131 0.183
H -17.128396 0.127585 -32.878989 -0.159 0.380 0.687
H -15.159843 3.033650 -35.490754 0.087 0.860 -0.461
H -4.342862 -3.724198 -39.597689 -0.100 0.207 0.161
H -14.620362 3.007450 -33.328741 -0.276 -0.149 0.488
H -12.356806 -2.120480 -32.220668 -0.518 -0.208 -0.189
H -6.639665 -0.500059 -36.350592 -0.283 0.678 -0.174
H -13.824206 -3.989831 -33.049345 -0.282 -0.069 0.006
H -3.303729 -6.935818 -37.764013 0.036 0.062 -0.331
H -12.172265 0.473405 -36.180912 0.066 0.413 0.527
C -11.037062 -8.021682 -38.490742 -1.188 1.260 1.411
C -7.841739 -1.500488 -37.762066 0.035 0.854 -2.155
H -6.064305 -4.050373 -39.301521 0.095 -0.383 -0.249
C -10.752556 -0.423906 -37.322353 -1.443 -1.702 -0.272
H -5.879996 0.034272 -38.769856 0.206 -0.141 -0.367
H -12.709167 -6.476420 -39.913660 -0.256 0.375 0.072
H -3.503844 -5.318692 -37.103720 -0.403 0.012 -0.232
H -11.686118 -7.578773 -35.983696 -0.092 0.009 0.107
H -13.880078 -8.357898 -39.113051 0.405 -0.007 -0.041
H -2.542051 -5.510182 -38.587812 -0.069 -0.172 0.024
C -3.401183 -5.883375 -38.030381 -0.807 0.119 -0.459
H -7.268244 -5.306600 -37.773897 -0.532 0.135 -0.442
H -18.557566 3.378840 -33.429269 0.870 0.506 0.330
H -15.198479 0.497291 -31.174849 0.362 -0.257 0.111
O -6.029710 -5.590920 -36.262851 0.869 -0.503 -0.466
C -13.426495 -8.402301 -38.122905 0.670 1.032 1.429
H -4.935439 -1.508365 -38.609911 -0.194 0.141 -0.425
H -10.657502 -3.149998 -35.495772 -0.446 -0.660 0.001
C -17.900201 2.616818 -33.847948 0.046 -1.577 -0.476
H -7.423706 -6.863488 -37.036030 0.164 -0.569 -0.349
H -14.284599 -3.797920 -34.765405 -0.396 0.430 0.142
H -11.689728 -0.628706 -37.839901 -0.026 0.110 -0.303
H -14.196450 -8.238753 -37.368903 -0.040 0.632 -0.282
H -5.025393 -3.739090 -37.936661 0.290 -0.652 0.106
N -10.302414 -1.907779 -37.096709 0.297 0.669 -2.038
C -11.183662 0.059207 -35.982926 -0.380 0.385 1.876
N -4.649595 -5.699052 -38.953541 -1.123 0.043 0.707
H -13.130669 -10.438948 -38.377436 0.572 -0.352 0.082
H -11.673870 -2.570555 -38.645109 -0.070 -0.363 0.504
H -17.409400 3.495290 -31.567034 -0.375 -0.286 0.773
C -10.622949 -2.688557 -38.381057 0.742 1.198 0.432
H -17.535345 1.676989 -31.177136 -0.353 0.515 0.354
H -8.546573 -3.105170 -36.698606 -0.465 -0.054 0.874
C -8.771779 -2.040356 -36.758268 -1.714 -0.253 0.550
H -4.653602 -0.169657 -37.555741 -0.103 -0.053 0.174
C -12.692129 -9.673980 -37.736646 -1.882 0.419 0.296
C -13.044369 -5.461365 -34.422865 0.644 -0.253 0.123
H -3.472492 -5.459616 -40.626475 0.132 -0.377 -0.393
Br -9.002019 -5.221069 -34.347118 -0.068 0.222 -0.870
H -12.881299 -6.147385 -33.591672 0.012 -0.580 -0.332
C -6.685463 -6.133733 -37.368544 -0.046 1.114 -0.462
H -10.212161 -7.505023 -38.000130 0.186 0.091 -0.433
H -13.044577 -1.517465 -30.703881 -0.470 -0.279 -0.093
```
Positions in Å, forces in eV/Å.

Values from the calculation:
* energy above the lowest of the compared OMol25 structures with the same formula, charge and spin: 63.40 kcal/mol
* total charge: +3
* E_tot: -4130.94803 hartree
* orbital gap: 7.554 eV